Record 1
{
  "formula": "C4H6O2",
  "method": "wB97M-V/def2-TZVPD",
  "largest_force_ha_per_bohr": 0.01032,
  "charge": 0,
  "e_homo_ev": -8.73,
  "homo_lumo_gap_ha": 0.355,
  "species": ["C", "C", "C", "H", "H", "H", "H", "O", "C", "O", "H", "H"],
  "coordinates": [[0.46901, 0.90927, 0.27799], [-0.18733, 0.14028, 1.21413], [1.24703, -0.21215, 0.83845], [0.66424, 1.93821, 0.00658], [-0.66639, 0.44490, 2.14007], [1.38808, -1.10376, 0.22283], [2.12146, 0.04140, 1.44608], [-0.09102, 0.48264, -1.53772], [-1.00721, -0.36759, -1.62398], [-1.47421, -1.07571, -0.67200], [-1.48020, -0.54771, -2.60368], [-0.98347, -0.64978, 0.29124]],
  "atomic_forces_ev_per_a": [[-0.2, -0.3, 0.1], [0.0, 0.2, -0.1], [0.1, -0.1, -0.1], [0.0, -0.2, 0.1], [0.2, 0.0, -0.2], [0.0, 0.2, 0.2], [-0.3, 0.0, -0.1], [-0.4, -0.3, 0.2], [0.1, 0.2, 0.0], [0.2, 0.1, -0.1], [0.1, 0.1, 0.0], [0.2, 0.1, 0.2]],
  "mulliken_charge": [0.102, -0.677, -0.480, 0.382, 0.339, 0.166, 0.245, -0.511, 0.244, -0.522, 0.375, 0.337]
}

---

Record 2
{
  "formula": "C18H16ClN3O2",
  "method": "wB97M-V/def2-TZVPD",
  "largest_force_ha_per_bohr": 0.01802,
  "charge": 0,
  "e_homo_ev": -8.49,
  "homo_lumo_gap_ha": 0.322,
  "species": ["C", "O", "C", "C", "C", "C", "C", "C", "C", "C", "O", "N", "C", "C", "C", "N", "C", "C", "Cl", "C", "C", "C", "N", "C", "H", "H", "H", "H", "H", "H", "H", "H", "H", "H", "H", "H", "H", "H", "H", "H"],
  "coordinates": [[-6.91620, -0.01482, -2.44117], [-7.03082, -0.95593, -1.40132], [-6.08183, -0.97056, -0.42532], [-6.27075, -1.91492, 0.58715], [-5.37099, -1.99905, 1.62896], [-4.27693, -1.15364, 1.67980], [-4.06389, -0.21650, 0.67026], [-2.89028, 0.64294, 0.74629], [-2.36431, 1.35550, -0.25177], [-1.23205, 2.30241, -0.09867], [-1.29596, 3.43001, -0.55531], [-0.15111, 1.88993, 0.60303], [0.22587, 0.54582, 0.96125], [1.66637, 0.31586, 0.62643], [2.29481, -0.86897, 0.30143], [3.60343, -0.56081, 0.10707], [4.66605, -1.32909, -0.22674], [5.88898, -0.73671, -0.35786], [7.25444, -1.70319, -0.78131], [6.05578, 0.65012, -0.15315], [4.97739, 1.41884, 0.18308], [3.72030, 0.81622, 0.32067], [2.54868, 1.33674, 0.63546], [-4.97966, -0.12982, -0.38026], [-5.99831, -0.16322, -3.01934], [-7.77727, -0.18316, -3.08608], [-6.94527, 1.01119, -2.06052], [-7.13366, -2.55923, 0.53404], [-5.52698, -2.72630, 2.41185], [-3.57744, -1.22336, 2.49993], [-2.41942, 0.67770, 1.72093], [-2.82303, 1.38460, -1.22972], [0.61292, 2.55354, 0.66342], [-0.40294, -0.17863, 0.43657], [0.09306, 0.39331, 2.04409], [1.91170, -1.86300, 0.20072], [4.50119, -2.38457, -0.37596], [7.03576, 1.08307, -0.26615], [5.05914, 2.47981, 0.34751], [-4.82822, 0.61650, -1.14236]],
  "atomic_forces_ev_per_a": [[0.0, 0.2, -0.2], [0.0, -0.2, 0.3], [0.1, -0.1, 0.1], [0.0, 0.1, -0.1], [-0.2, -0.1, -0.1], [0.2, 0.2, -0.1], [-0.5, -0.4, 0.2], [0.4, 0.3, -0.3], [-0.3, -0.1, 0.1], [0.1, 0.1, 0.1], [-0.1, 0.1, -0.2], [0.4, 0.1, 0.2], [-0.1, -0.3, 0.2], [0.3, -0.5, -0.2], [-0.9, 0.1, 0.2], [0.2, 0.8, 0.1], [0.9, -0.2, -0.2], [-0.5, -0.3, 0.1], [0.1, -0.1, 0.0], [-0.2, 0.3, 0.1], [0.5, -0.2, -0.1], [-0.3, -0.3, 0.0], [0.0, 0.4, 0.1], [-0.1, 0.0, -0.2], [0.0, 0.0, 0.0], [0.1, 0.1, 0.0], [0.0, 0.0, 0.0], [-0.1, -0.1, 0.0], [0.0, -0.1, 0.1], [0.1, 0.0, 0.1], [0.1, 0.0, 0.1], [-0.1, 0.0, -0.1], [-0.2, 0.1, -0.1], [0.1, 0.1, 0.1], [0.0, -0.1, -0.2], [0.0, -0.2, -0.1], [0.0, 0.0, 0.0], [0.1, 0.0, 0.0], [0.0, 0.1, 0.0], [0.0, 0.1, -0.1]],
  "mulliken_charge": [-0.801, -0.444, 0.713, -0.547, -0.538, -0.757, 0.639, -0.314, -0.497, 0.183, -0.653, -0.093, -0.380, 0.083, -0.694, 0.153, -0.196, 0.116, -0.203, -0.240, -0.740, 0.345, -0.613, -0.321, 0.334, 0.230, 0.330, 0.433, 0.374, 0.366, 0.432, 0.311, 0.281, 0.470, 0.159, 0.448, 0.410, 0.437, 0.444, 0.339]
}

---

Record 3
{
  "formula": "C12H37BrNO7",
  "method": "wB97M-V/def2-TZVPD",
  "largest_force_ha_per_bohr": 0.01615,
  "charge": 1,
  "e_homo_ev": -12.01,
  "homo_lumo_gap_ha": 0.342,
  "species": ["Br", "C", "C", "C", "C", "C", "O", "C", "N", "H", "H", "H", "H", "H", "H", "H", "H", "H", "H", "H", "H", "H", "C", "O", "H", "H", "H", "H", "C", "O", "H", "H", "H", "H", "C", "O", "H", "H", "H", "H", "C", "O", "H", "H", "H", "H", "C", "O", "H", "H", "H", "H", "C", "O", "H", "H", "H", "H"],
  "coordinates": [[5.10881, -1.24659, -1.42667], [3.28906, -1.07204, -0.82365], [2.63190, 0.23038, -1.30991], [1.88618, 0.98991, -0.20587], [0.42687, 0.62352, -0.03152], [-0.52801, 0.98295, -1.17872], [-1.49773, -0.09916, -1.13690], [-0.69044, -1.19974, -1.05131], [0.14249, -0.86898, 0.16981], [3.33790, -1.09879, 0.26094], [2.75345, -1.94362, -1.18898], [1.97933, 0.00202, -2.14959], [3.40326, 0.88308, -1.70423], [2.40309, 0.88707, 0.74582], [1.88146, 2.05119, -0.44950], [0.03611, 1.12048, 0.85261], [-1.02964, 1.93329, -1.04845], [-0.07155, 0.93279, -2.16534], [-1.22695, -2.13868, -1.00037], [0.04174, -1.27867, -1.85879], [1.01834, -1.38160, 0.25097], [-0.40212, -0.94559, 1.03018], [8.46284, -0.44545, 1.33493], [8.31944, -1.83921, 1.09123], [9.26529, -0.32872, 2.05796], [8.73129, 0.09815, 0.42503], [7.54947, -0.01288, 1.75460], [7.61312, -1.95808, 0.45267], [-1.17003, -2.57795, 2.83847], [-1.33518, -1.26913, 3.36653], [-0.20119, -2.57783, 2.33606], [-1.14841, -3.35973, 3.59788], [-1.95526, -2.81259, 2.11192], [-2.17392, -1.21954, 3.83558], [-0.87939, -4.24896, -3.17268], [0.46337, -3.98143, -2.75898], [-1.48536, -4.34759, -2.27462], [-1.26986, -3.42890, -3.78151], [-0.94587, -5.17874, -3.73781], [0.99785, -3.91365, -3.55471], [-3.37761, 2.78888, 0.35480], [-3.99580, 1.62718, 0.90776], [-3.95511, 3.65509, 0.66289], [-2.35099, 2.90277, 0.71528], [-3.37770, 2.73821, -0.73527], [-3.49769, 0.86721, 0.59718], [-1.72156, 5.98581, -1.39012], [-1.70287, 4.59019, -1.70506], [-0.94327, 6.15772, -0.65193], [-1.51139, 6.59413, -2.27107], [-2.68198, 6.28443, -0.96571], [-2.38448, 4.43397, -2.36349], [-5.47637, -0.75914, 2.60645], [-5.34095, 0.29954, 3.53711], [-6.02642, -1.55943, 3.09491], [-6.02176, -0.43940, 1.71504], [-4.49383, -1.14097, 2.29686], [-4.87194, 1.01284, 3.09131]],
  "atomic_forces_ev_per_a": [[0.1, -0.1, -0.1], [-0.3, 0.3, 0.0], [0.3, -0.1, 0.2], [-0.2, -0.2, -0.4], [-0.4, 0.6, 0.3], [-0.4, -0.7, -0.2], [0.1, 0.6, -0.2], [0.3, -0.4, -0.1], [0.2, 0.6, 0.0], [0.1, -0.1, 0.1], [0.1, -0.2, 0.0], [-0.1, 0.1, -0.1], [0.1, 0.1, 0.0], [0.1, 0.0, 0.1], [0.0, 0.1, 0.1], [0.1, -0.1, 0.2], [-0.1, 0.1, 0.1], [0.3, 0.2, 0.0], [-0.2, 0.0, 0.5], [-0.1, 0.0, -0.2], [-0.1, -0.3, 0.0], [0.0, -0.4, 0.1], [0.0, -0.1, -0.1], [0.0, 0.1, 0.1], [0.0, 0.0, 0.0], [0.0, 0.0, 0.0], [0.0, 0.0, 0.0], [0.0, -0.1, -0.1], [-0.1, 0.1, -0.1], [0.1, 0.0, -0.3], [0.0, -0.2, 0.0], [0.0, 0.1, 0.1], [0.0, -0.1, 0.0], [-0.1, 0.1, 0.1], [0.2, 0.1, 0.0], [-0.2, 0.2, 0.1], [0.0, 0.0, 0.0], [-0.1, 0.0, 0.0], [0.0, 0.0, 0.0], [0.1, -0.1, 0.0], [-0.1, -0.3, 0.0], [0.1, 0.1, 0.2], [0.0, 0.0, 0.0], [0.0, 0.1, 0.0], [0.0, 0.1, 0.0], [-0.1, -0.1, -0.1], [0.0, -0.1, 0.0], [0.0, 0.0, 0.1], [0.0, 0.0, 0.0], [0.0, 0.0, 0.0], [0.0, 0.0, 0.0], [0.0, 0.0, -0.1], [0.0, 0.2, 0.0], [0.2, -0.1, 0.0], [0.0, 0.0, 0.0], [0.0, -0.1, 0.0], [0.0, -0.1, 0.0], [-0.1, 0.1, -0.1]],
  "mulliken_charge": [-0.152, -0.688, -0.667, -1.084, 0.040, -0.251, -0.402, -0.387, 0.278, 0.422, 0.257, 0.264, 0.606, 0.543, 0.376, 0.282, 0.102, 0.343, 0.253, 0.404, 0.416, 0.008, -0.484, -0.474, 0.239, 0.242, 0.216, 0.259, -0.637, -0.524, 0.214, 0.355, 0.257, 0.327, -0.632, -0.481, 0.221, 0.293, 0.318, 0.300, -0.546, -0.495, 0.364, 0.225, 0.222, 0.254, -0.611, -0.448, 0.232, 0.272, 0.271, 0.284, -0.255, -0.510, 0.292, 0.234, -0.071, 0.312]
}